C9H14O2 | ωB97M-V with the def2-TZVPD basis set

Each atom is followed by the atoms it is bonded to, with distances in Å.
Geometry (Å):
1 C 0.1436 1.7364 -0.3773  C5 1.376, C17 1.415, C21 1.488
2 H -0.3845 1.3463 1.5524  C21 1.117
3 H 2.0337 0.9271 0.3196  C17 1.084
4 O -2.3165 -1.8695 1.9725  H22 0.952, C23 1.431
5 C -0.8233 1.7792 -1.3559  C1 1.376, C9 1.441, H13 1.073
6 C 0.6324 0.4002 -2.7370  C7 1.404, C9 1.378, O18 1.375
7 C 1.5284 0.2736 -1.6630  C6 1.404, C17 1.370, H19 1.082
8 H -1.1227 1.5808 -3.4239  C9 1.084
9 C -0.4443 1.2549 -2.6431  C5 1.441, C6 1.378, H8 1.084
10 H 0.9577 -2.6915 2.0999  C20 1.100
11 H -0.1583 -2.5070 3.4689  C20 1.088
12 H 0.4781 -1.0897 2.6192  C20 1.079
13 H -1.8481 2.0962 -1.3522  C5 1.073
14 H 0.8429 2.5231 1.5477  C21 1.089
15 H -0.9769 -1.4727 0.5748  C23 1.104
16 H -1.0183 -3.0043 0.8419  C23 1.100
17 C 1.3176 0.9553 -0.4937  C1 1.415, H3 1.084, C7 1.370
18 O 1.0708 -0.0442 -3.9619  C6 1.375, H25 0.970
19 H 2.4029 -0.3404 -1.8310  C7 1.082
20 C 0.1203 -2.1008 2.4989  H10 1.100, H11 1.088, H12 1.079, C23 1.512
21 C -0.0612 2.2618 0.9997  C1 1.488, H2 1.117, H14 1.089, H24 1.084
22 H -2.5171 -2.5306 2.6275  O4 0.952
23 C -0.9949 -2.1071 1.4785  O4 1.431, H15 1.104, H16 1.100, C20 1.512
24 H -0.8423 3.0004 1.1372  C21 1.084
25 H 1.9800 -0.3774 -3.8995  O18 0.970

Values from the calculation:
- calculated total energy (eV) = -13653.597
- Kohn-Sham gap (eV) = 9.123
- HOMO level (eV) = -8.29
- 2S+1 = 1
- structure (SMILES) = Cc1ccc(O)cc1.CCO